## 1
C6H14N2 | wB97M-V/def2-TZVPD

Element x y z (Å)
1 C 1.3549 0.4102 -0.4963
2 C 0.8037 -0.1963 -1.8598
3 C -1.0705 1.7153 0.8104
4 C -0.5690 -0.8436 -1.9404
5 C 0.5763 -0.2067 0.6381
6 C -0.4936 0.3894 1.2353
7 N 1.0181 -1.4524 1.0907
8 N -1.0618 -0.1854 2.3746
9 H 1.5028 -1.9773 0.3677
10 H 0.2318 -1.9895 1.4560
11 H -0.3480 -0.6652 2.9240
12 H -1.5424 0.4967 2.9554
13 H 2.4200 0.1623 -0.4173
14 H 1.2524 1.4982 -0.5239
15 H 0.8383 0.6235 -2.5873
16 H 1.5475 -0.9252 -2.2000
17 H -2.1651 1.6704 0.8190
18 H -0.7583 2.5044 1.5046
19 H -0.7827 2.0211 -0.1981
20 H -0.7917 -1.1055 -2.9804
21 H -1.3586 -0.1676 -1.6027
22 H -0.6039 -1.7768 -1.3696

## Properties
gap between HOMO and LUMO	7.879	eV
SMILES	CCC/C(N)=C(\C)N
charge	0

***

## 2
C6H14N2 | wB97M-V/def2-TZVPD

Element x y z (Å)
1 C -2.1393 -0.0287 -0.4149
2 C 1.7793 -0.1116 -0.4244
3 C 0.2175 1.8712 -0.3791
4 C 2.2311 -0.5081 0.9830
5 C -0.6906 -0.4684 -0.4639
6 C 0.3497 0.3759 -0.4406
7 N -0.5433 -1.8587 -0.3768
8 N -2.6329 0.2169 0.9357
9 H 0.3790 -2.1986 -0.6051
10 H -1.2663 -2.3770 -0.8559
11 H -2.0838 0.9520 1.3702
12 H -2.5025 -0.6203 1.4955
13 H -2.2919 0.8803 -0.9999
14 H -2.7711 -0.8110 -0.8477
15 H 2.4284 0.6849 -0.7944
16 H 1.9047 -0.9675 -1.0958
17 H -0.8126 2.2024 -0.3029
18 H 0.7624 2.2542 0.4848
19 H 0.6581 2.3227 -1.2698
20 H 3.2603 -0.8616 0.9713
21 H 1.5944 -1.2959 1.3784
22 H 2.1696 0.3469 1.6525

## Properties
gap between HOMO and LUMO	8.760	eV
SMILES	CC/C(C)=C(\N)CN
charge	0

***

Energy comparison, zero being the most stable, in kJ/mol: 1 11.4; 2 0.0.

***

## 1
C6H14N2 | wB97M-V/def2-TZVPD

Element x y z (Å)
1 C -1.6656 -0.1299 0.7296
2 N -1.6368 -0.9690 -0.4761
3 C -1.5951 -0.2988 -1.8054
4 N -2.8377 0.2814 -2.2355
5 H -1.6060 -0.8193 1.5950
6 H -0.8296 0.5645 0.8257
7 H -2.6172 0.4791 0.7789
8 H -0.7830 -1.4901 -0.4210
9 H -1.4305 -1.1012 -2.5200
10 H -0.8028 0.4873 -1.8284
11 H -3.5833 -0.4410 -2.3313
12 H -3.1710 1.0255 -1.5976
13 C 2.5141 -1.5040 1.0497
14 C 1.8418 -0.3476 1.2770
15 C 2.3171 0.8596 0.6701
16 C 2.0202 2.1439 1.1249
17 H 3.4079 -1.4445 0.4193
18 H 2.2968 -2.5021 1.4427
19 H 0.9496 -0.3562 1.9009
20 H 3.0332 0.8121 -0.1606
21 H 2.4795 2.9772 0.6324
22 H 1.3825 2.2830 1.9694

## Properties
gap between HOMO and LUMO	9.457	eV
SMILES	C=CC=C.CNCN
charge	0

***

## 2
C6H14N2 | wB97M-V/def2-TZVPD

Element x y z (Å)
1 C -0.6579 -0.2110 -0.0555
2 C 0.2157 0.8642 -0.5047
3 C -0.6596 -0.6361 1.3977
4 C -0.9515 -1.3349 -1.0271
5 N -2.2098 0.7363 -0.1689
6 N 0.4435 1.9539 0.3310
7 C 1.6910 -0.2387 -0.6158
8 C 2.5182 -0.5437 0.3651
9 H 0.0657 1.1531 -1.5440
10 H -2.1153 1.6557 0.2594
11 H -2.4304 0.8965 -1.1510
12 H 0.5012 1.7842 1.3236
13 H 0.9696 2.7161 -0.0669
14 H 2.0363 -0.3620 -1.6411
15 H -0.4010 0.1685 2.0830
16 H 0.0089 -1.4752 1.5733
17 H -1.6667 -0.9568 1.6552
18 H -1.9757 -1.6638 -0.8624
19 H -0.8593 -0.9995 -2.0594
20 H -0.2740 -2.1719 -0.8704
21 H 3.5243 -0.9043 0.1767
22 H 2.2265 -0.4308 1.4022

## Properties
gap between HOMO and LUMO	8.961	eV
SMILES	C=C[C@H](N)C(C)(C)N
charge	0

***

## 3
C6H14N2 | wB97M-V/def2-TZVPD

Element x y z (Å)
1 C 0.1097 -0.1803 -1.8841
2 C -0.5618 0.1578 0.5385
3 C -0.6041 0.8301 -2.6227
4 C 1.6418 -0.1124 -2.1343
5 C -2.0029 -0.3236 0.6587
6 C -0.1136 -0.6348 3.0181
7 N 1.5681 0.1007 1.5356
8 N 0.1686 -0.0269 1.6105
9 H -0.8402 0.4283 -3.5965
10 H -0.0409 1.7647 -2.8028
11 H -1.5890 1.2089 -2.0253
12 H 2.1756 0.8019 -2.3385
13 H 1.6599 -0.7770 -3.0663
14 H 2.2433 -0.8381 -1.4107
15 H -2.2606 -0.9398 -0.1800
16 H -2.4479 -0.7753 1.5121
17 H -2.5491 0.6284 0.6119
18 H -0.0839 -1.7442 3.0647
19 H 0.7296 -0.3041 3.6298
20 H -0.8951 -0.1264 3.6043
21 H 1.7832 -0.1464 0.5402
22 H 1.9092 1.0086 1.7368

## Properties
gap between HOMO and LUMO	7.835	eV
charge	0

***

Energy comparison, zero being the most stable, in kJ/mol: 1 0.0; 2 78.9; 3 531.8.

***

## 1
C8H13N4 | wB97M-V/def2-TZVPD

Element x y z (Å)
1 C 3.1164 -1.9459 -0.3536
2 C 1.0751 -0.7776 -0.2429
3 C 2.8562 0.6335 -0.0206
4 C 0.8660 1.6246 0.9608
5 C 1.6126 0.3994 0.6937
6 C -2.8700 -1.0573 -0.1766
7 C -0.4710 -0.6125 -0.5720
8 C -1.4218 -1.5838 0.0793
9 N 1.7846 -1.7320 -0.6180
10 N 3.9017 -1.0656 -0.0094
11 N 1.2325 2.8061 0.6837
12 N 3.3714 1.6008 -0.5626
13 H 3.3703 -2.9254 -0.6183
14 H 0.0825 1.4967 1.7273
15 H 1.7548 -0.2137 1.5913
16 H -3.5053 -1.9551 -0.1762
17 H -3.0191 -0.5536 -1.1558
18 H -3.1967 -0.3256 0.6232
19 H -0.6905 -0.5241 -1.7265
20 H -0.7376 0.3988 -0.3131
21 H -1.3496 -1.7217 1.1972
22 H -1.3253 -2.5947 -0.3046
23 H 0.6602 3.6025 0.9171
24 H 2.1502 3.0607 0.1649
25 H 4.2808 1.6274 -1.0439

## Properties
gap between HOMO and LUMO (alpha / beta)	7.492 / 7.492	eV
charge	+1

***

## 2
C8H13N4 | wB97M-V/def2-TZVPD

Element x y z (Å)
1 C 1.4626 1.0720 0.6149
2 C 1.2681 1.3227 -1.6490
3 C -0.2696 -1.2415 1.3938
4 C -0.4919 0.1333 -0.5480
5 C 0.2218 0.9640 1.3022
6 C -0.2203 -2.5642 1.9854
7 C -0.8782 1.8954 1.5771
8 C -0.1450 0.0009 -3.0096
9 N 1.7943 1.6354 -0.5048
10 N 0.1690 -0.2292 1.9703
11 N -0.6028 -1.1420 0.0146
12 N 0.3703 0.3415 -1.6425
13 H 2.1684 0.2189 1.0190
14 H 1.5719 1.7120 -2.5971
15 H -1.4224 0.6763 -0.6317
16 H -0.6580 -2.6194 2.9442
17 H 0.8470 -2.9056 1.9533
18 H -0.6650 -3.3602 1.3591
19 H -0.9598 2.7943 0.9279
20 H -0.6376 2.2313 2.5975
21 H -1.9197 1.4211 1.4990
22 H -0.8951 0.7781 -3.2310
23 H -0.5173 -1.0946 -2.9800
24 H 0.5995 -0.0968 -3.7669
25 H -0.1902 -1.9438 -0.5974

## Properties
gap between HOMO and LUMO	8.576	eV
SMILES	Cc1cnc[n+](C)c[nH]c(C)n1
charge	+1

***

Energy comparison, zero being the most stable, in kJ/mol: 1 108.2; 2 0.0.

***

## 1
H3NO2S2 | wB97M-V/def2-TZVPD

Element x y z (Å)
1 N 0.7156 0.5277 1.3192
2 O -0.9414 1.5150 -0.5034
3 O -2.6685 0.6556 -3.2143
4 S -1.3422 1.0901 -2.6897
5 S 0.2944 1.8993 0.3582
6 H -0.2007 -0.0264 1.5035
7 H 1.2093 -0.1102 0.8288
8 H -0.7895 -0.1494 -2.3878

## Properties
gap between HOMO and LUMO (alpha / beta)	8.779 / 6.518	eV
charge	0

***

## 2
H3NO2S2 | wB97M-V/def2-TZVPD

Element x y z (Å)
1 N 0.4341 -0.6066 -0.4155
2 O 1.0360 0.9225 1.6210
3 O -1.3332 0.3375 1.3758
4 S -1.9950 1.5488 0.4343
5 S 0.2625 -0.2203 1.3014
6 H -0.2352 -1.3142 -0.6570
7 H 1.4046 -0.7234 -0.8565
8 H -1.4664 2.6164 0.9953

## Properties
gap between HOMO and LUMO	9.839	eV
charge	0

***

Energy comparison, zero being the most stable, in kJ/mol: 1 157.6; 2 0.0.